Entry 1:
A structure of composition C25H34AlF14KLiMgN2NaO13S at a distorted geometry. Source: the Open Molecules 2025 dataset; level of theory: ωB97M-V with the def2-TZVPD basis set.

Results
**E_LUMO**: -5.854 eV
**HOMO level**: -6.6 eV
**Orbital gap**: 0.733 eV

Element x y z (Å)
O: 0.90 -1.73 -0.15
C: 1.25 -0.83 -1.04
O: 0.24 0.15 -1.37
C: 2.75 -0.82 -1.73
C: 3.80 -0.65 -0.51
C: 3.84 0.86 0.10
O: 2.78 1.49 0.45
O: 5.09 1.46 0.31
N: 5.23 -1.01 -0.83
C: 5.64 -2.33 -0.28
C: 6.52 -1.98 1.06
O: 6.98 -3.17 1.75
C: 7.48 -2.69 3.05
C: 6.82 -3.44 4.33
F: 5.52 -2.93 4.68
F: 7.67 -3.10 5.45
C: 6.88 -5.06 4.22
F: 8.06 -5.52 3.44
F: 7.12 -5.55 5.55
C: 5.56 -5.76 3.57
F: 4.77 -4.91 2.71
F: 6.05 -6.86 2.71
C: 4.55 -6.42 4.65
F: 5.15 -7.63 5.08
F: 4.25 -5.51 5.72
S: 5.63 -0.82 -2.49
O: 5.29 0.58 -2.97
O: 7.14 -0.93 -2.57
F: 5.03 -2.04 -3.49
H: 0.40 0.54 -2.26
H: 2.82 -1.82 -2.29
H: 2.73 0.04 -2.48
H: 3.43 -1.32 0.36
H: 6.30 -2.95 -1.00
H: 4.74 -3.01 -0.02
H: 5.83 -1.31 1.70
H: 7.41 -1.34 0.69
H: 8.62 -2.91 3.09
H: 7.39 -1.55 3.18
H: 3.53 -6.66 4.15
C: -6.82 1.35 -1.06
C: -5.92 2.54 -1.32
C: -5.05 2.47 -2.57
N: -3.96 1.40 -2.57
C: -3.29 1.25 -1.22
C: -4.49 0.03 -3.05
C: -3.99 -0.11 -4.48
C: -2.62 0.53 -4.42
C: -2.88 1.79 -3.61
H: -6.25 0.44 -0.85
H: -7.45 1.55 -0.19
H: -7.49 1.17 -1.91
H: -5.30 2.74 -0.44
H: -6.56 3.42 -1.43
H: -4.54 3.43 -2.68
H: -5.66 2.31 -3.47
H: -4.00 0.82 -0.51
H: -2.97 2.25 -0.89
H: -2.43 0.60 -1.32
H: -4.06 -0.74 -2.41
H: -5.57 0.00 -2.98
H: -4.65 0.44 -5.16
H: -3.95 -1.15 -4.80
H: -2.22 0.75 -5.41
H: -1.91 -0.12 -3.90
H: -3.30 2.57 -4.25
H: -2.00 2.17 -3.10
C: -7.53 7.43 0.70
C: -8.32 8.50 0.36
C: -8.37 8.77 -1.14
O: -9.07 9.65 -1.65
C: -7.53 7.96 -2.02
C: -6.73 6.89 -1.69
C: -6.76 6.55 -0.20
O: -6.18 5.60 0.30
O: -6.02 6.20 -2.44
O: -8.97 9.24 1.13
H: -7.44 7.15 1.74
H: -7.58 8.27 -3.06
O: -9.14 6.34 3.23
H: -10.05 6.54 3.49
H: -8.78 5.87 3.99
Li: -10.06 10.21 -3.44
Mg: -9.88 8.31 -5.72
F: 6.74 -8.78 3.08
K: 1.73 -3.13 0.73
O: -5.69 0.10 1.87
H: -6.17 0.89 1.64
F: 9.65 -10.06 2.69
Al: 10.45 -9.55 4.20
F: 9.24 -9.41 5.49
F: 11.24 -7.98 3.94
F: 11.67 -10.76 4.66
Na: 7.74 -5.28 1.61

Entry 2:
An isolated molecule of C5H6N4O at a distorted geometry. Source: the Open Molecules 2025 dataset; level of theory: ωB97M-V with the def2-TZVPD basis set.

Results
**E_LUMO**: 0.446 eV
**HOMO level**: -8.9 eV
**Orbital gap**: 9.308 eV
**ΔE to the lowest compared entry with this formula, charge and spin**: 0.074 eV

Element x y z (Å)
C: -2.32 0.29 -0.04
C: -0.83 0.25 -0.05
C: -0.08 1.42 0.09
C: 1.82 0.17 0.05
C: 1.08 -0.97 -0.03
H: -3.98 -1.04 0.05
H: -2.43 -1.81 0.39
H: -0.52 2.43 0.00
H: 3.69 0.98 -0.11
H: 3.68 -0.74 -0.33
H: 1.52 -1.98 -0.15
N: -2.94 -0.94 0.11
N: 1.26 1.40 0.17
N: 3.19 0.07 -0.02
N: -0.24 -0.90 -0.01
O: -2.91 1.37 -0.13

Entry 3:
A structure of composition C2H3MnO2 at a distorted geometry. Source: the Open Molecules 2025 dataset; level of theory: ωB97M-V with the def2-TZVPD basis set.

Results
**Total charge**: +1
**E_LUMO (spin up / spin down)**: -7.389 / -7.330 eV
**Multiplicity**: 6
**<S²>**: 8.755
**HOMO level (spin up / spin down)**: -13.4 / -13.5 eV
**Orbital gap (spin up / spin down)**: 6.056 / 6.156 eV
**ΔE to the lowest compared entry with this formula, charge and spin**: 2.139 eV

Element x y z (Å)
H: -1.85 -0.91 0.21
C: -0.33 -1.10 -0.14
O: 0.86 -1.31 0.16
Mn: 1.49 0.69 -0.28
O: -0.54 0.26 -0.35
C: -1.98 0.52 -0.04
H: -1.97 1.10 0.90
H: -2.24 1.24 -0.83

Entry 4:
A structure of composition C11H25N3O4ReS3Se at a distorted geometry. Source: the Open Molecules 2025 dataset; level of theory: ωB97M-V with the def2-TZVPD basis set.

Results
**Total charge**: +2
**E_LUMO (spin up / spin down)**: -6.809 / -8.606 eV
**Multiplicity**: 2
**<S²>**: 0.755
**HOMO level (spin up / spin down)**: -15.2 / -15.2 eV
**Orbital gap (spin up / spin down)**: 8.390 / 6.593 eV
**ΔE to the lowest compared entry with this formula, charge and spin**: 0.504 eV

Element x y z (Å)
Re: 0.16 0.99 -0.83
C: -2.16 -0.50 -3.04
C: -2.65 0.94 -2.98
S: -1.79 2.03 -1.79
C: -2.79 2.17 -0.30
C: -3.12 0.80 0.20
S: -1.51 -0.03 0.30
C: -1.96 -1.81 0.14
C: -2.06 -2.48 -1.22
S: -3.26 -1.77 -2.36
H: -1.22 -0.61 -2.51
H: -1.96 -0.75 -4.09
H: -3.72 1.05 -2.77
H: -2.48 1.42 -3.94
H: -3.66 2.80 -0.50
H: -2.13 2.70 0.39
H: -3.77 0.25 -0.49
H: -3.58 0.81 1.18
H: -2.91 -1.85 0.66
H: -1.23 -2.32 0.77
H: -2.37 -3.52 -1.04
H: -1.09 -2.54 -1.72
O: 0.55 3.03 -0.70
Se: 1.38 2.59 0.73
O: 2.08 3.58 1.68
O: 0.08 1.58 1.17
O: 2.12 1.33 -0.14
C: 1.60 0.27 -2.93
N: 1.81 -1.13 -2.69
C: 1.72 -2.00 -3.87
C: 1.60 -1.60 -1.44
N: 0.71 -0.97 -0.68
N: 2.22 -2.71 -1.03
C: 1.83 -3.40 0.19
C: 3.44 -3.22 -1.68
H: 1.66 0.47 -4.00
H: 2.32 0.90 -2.42
H: 0.50 0.63 -2.76
H: 0.78 -1.82 -4.39
H: 1.75 -3.04 -3.57
H: 2.55 -1.81 -4.55
H: 0.69 -1.34 0.27
H: 2.29 -2.95 1.08
H: 2.15 -4.43 0.12
H: 0.74 -3.40 0.29
H: 3.84 -2.48 -2.36
H: 3.23 -4.15 -2.21
H: 4.17 -3.42 -0.90

Entry 5:
A cluster of 2 separate species, C7H11NO2 in total at a distorted geometry. Source: the Open Molecules 2025 dataset; level of theory: ωB97M-V with the def2-TZVPD basis set.

Results
**E_LUMO**: 0.593 eV
**HOMO level**: -8.7 eV
**Orbital gap**: 9.316 eV
**ΔE to the lowest compared entry with this formula, charge and spin**: 4.976 eV

Element x y z (Å)
C: -2.89 1.30 -0.67
C: 0.84 -0.26 0.97
C: -2.73 0.05 -0.38
C: 1.63 0.38 -0.18
C: 0.77 -0.84 -0.33
C: -3.33 -0.66 0.86
C: 3.11 0.22 -0.24
N: 0.05 -1.59 -1.06
O: -2.96 2.42 -0.95
O: 3.85 1.34 0.24
H: 1.61 -0.60 1.74
H: -0.03 0.24 1.39
H: -1.87 -0.43 -0.68
H: 1.06 1.18 -0.74
H: -2.51 -1.32 1.13
H: -4.24 -1.29 0.64
H: -3.49 0.13 1.70
H: 3.28 0.07 -1.29
H: 3.30 -0.61 0.36
H: 0.17 -1.48 -2.09
H: 4.37 1.75 -0.41

Entry 6:
A cluster of 2 separate species, C4H8O2 in total. Source: the Open Molecules 2025 dataset; level of theory: ωB97M-V with the def2-TZVPD basis set.

Results
**E_LUMO**: 0.789 eV
**HOMO level**: -9.8 eV
**Orbital gap**: 10.564 eV
**ΔE to the lowest compared entry with this formula, charge and spin**: 2.336 eV

Element x y z (Å)
C: -1.80 -0.25 0.48
C: -0.32 -0.66 0.48
C: 0.41 -0.78 -0.81
O: 1.61 -0.71 -0.93
C: 1.71 1.50 -0.23
O: 0.55 1.79 -0.04
H: -2.28 -0.72 1.34
H: -1.95 0.83 0.57
H: -2.31 -0.59 -0.42
H: 0.25 -0.20 1.28
H: -0.22 -1.76 0.58
H: -0.23 -1.14 -1.64
H: 2.38 1.15 0.57
H: 2.17 1.58 -1.23

Entry 7:
An isolated molecule of C6H12NP at a distorted geometry. Source: the Open Molecules 2025 dataset; level of theory: ωB97M-V with the def2-TZVPD basis set.

Results
**E_LUMO**: 0.907 eV
**HOMO level**: -8.4 eV
**Orbital gap**: 9.262 eV
**ΔE to the lowest compared entry with this formula, charge and spin**: 1.138 eV

Element x y z (Å)
C: -0.05 0.14 0.76
C: 1.01 0.12 1.33
C: -1.10 0.79 -2.17
C: -0.37 -1.44 -1.71
C: -1.40 0.03 0.24
C: -1.36 -0.31 -1.28
N: 2.41 0.18 3.60
P: 2.69 0.32 1.97
H: -0.08 1.28 -2.02
H: -1.66 1.74 -1.97
H: -1.10 0.58 -3.21
H: 0.58 -0.92 -1.47
H: -0.48 -1.58 -2.79
H: -0.53 -2.18 -0.93
H: -1.92 0.95 0.29
H: -1.99 -0.71 0.66
H: -2.37 -0.73 -1.46
H: 2.40 -0.69 4.15
H: 2.96 0.73 4.16
H: 2.34 1.68 1.83

Entry 8:
An isolated molecule of C21H30N2O4. Source: the Open Molecules 2025 dataset; level of theory: ωB97M-V with the def2-TZVPD basis set.

Results
**E_LUMO**: 0.655 eV
**HOMO level**: -8.5 eV
**Orbital gap**: 9.182 eV
**ΔE to the lowest compared entry with this formula, charge and spin**: 0.000 eV

Element x y z (Å)
C: -2.16 -1.97 2.69
C: -2.88 -2.92 1.76
H: -2.18 -3.64 1.32
H: -3.68 -3.45 2.28
O: -3.56 -2.23 0.70
C: -2.82 -1.72 -0.28
O: -1.63 -1.85 -0.37
C: -3.71 -0.95 -1.25
H: -4.63 -1.53 -1.36
C: -3.05 -0.72 -2.61
C: -1.86 0.23 -2.51
H: -1.05 -0.26 -1.96
C: -2.25 1.51 -1.77
N: -2.86 1.20 -0.50
C: -2.26 1.33 0.71
O: -2.82 1.03 1.75
C: -0.85 1.84 0.69
C: 0.16 0.93 0.44
C: 1.49 1.33 0.46
C: 1.80 2.66 0.73
C: 0.78 3.56 0.99
C: -0.54 3.17 0.98
H: -1.33 3.87 1.18
H: 1.03 4.59 1.21
H: 2.83 2.98 0.74
N: 2.46 0.36 0.19
C: 3.81 0.49 0.07
O: 4.41 1.53 0.21
C: 4.52 -0.83 -0.23
C: 3.99 -1.49 -1.50
C: 4.01 -0.54 -2.69
H: 3.67 -1.05 -3.59
H: 3.36 0.32 -2.52
H: 5.01 -0.17 -2.87
H: 4.62 -2.35 -1.73
H: 2.97 -1.86 -1.35
C: 4.43 -1.74 1.01
C: 5.40 -2.91 0.95
H: 5.15 -3.58 0.13
H: 5.35 -3.48 1.87
H: 6.42 -2.56 0.82
H: 3.41 -2.12 1.11
H: 4.65 -1.14 1.89
H: 5.57 -0.56 -0.38
H: 2.07 -0.56 0.05
H: -0.09 -0.10 0.24
C: -4.06 0.41 -0.61
H: -4.79 0.93 -1.24
H: -4.47 0.27 0.39
H: -2.99 2.07 -2.36
H: -1.38 2.15 -1.61
H: -1.49 0.48 -3.50
H: -3.79 -0.30 -3.29
H: -2.71 -1.67 -3.02
H: -1.85 -2.50 3.59
H: -1.28 -1.55 2.21
H: -2.81 -1.14 2.97

Entry 9:
An isolated molecule of C4H7N3O2 at a distorted geometry. Source: the Open Molecules 2025 dataset; level of theory: ωB97M-V with the def2-TZVPD basis set.

Results
**E_LUMO**: 0.295 eV
**HOMO level**: -8.6 eV
**Orbital gap**: 8.858 eV
**ΔE to the lowest compared entry with this formula, charge and spin**: 5.408 eV

Element x y z (Å)
C: 1.51 -0.61 -0.04
C: 0.03 -0.03 0.21
C: -0.32 1.40 0.08
C: -0.83 -0.96 -0.11
H: 2.58 1.19 0.36
H: 3.48 -0.41 0.16
H: -1.31 1.67 0.28
H: 0.18 3.12 -1.00
H: -0.49 -1.90 -0.69
H: -2.62 -1.54 -0.64
H: -2.77 0.46 1.15
N: 2.61 0.24 0.40
N: 0.65 2.24 -0.36
N: -2.12 -0.97 0.05
O: 1.65 -1.77 -0.22
O: -2.84 0.27 0.08

Entry 10:
A cluster of 12 separate species, C49H77N11O3 in total at a distorted geometry. Source: the Open Molecules 2025 dataset; level of theory: ωB97M-V with the def2-TZVPD basis set.

Results
**E_LUMO**: -0.030 eV
**HOMO level**: -9.4 eV
**Orbital gap**: 9.363 eV
**ΔE to the lowest compared entry with this formula, charge and spin**: 4.458 eV

Element x y z (Å)
N: -2.56 7.00 5.48
C: -2.36 8.26 4.95
C: -1.81 8.37 3.72
C: -1.39 7.23 3.05
C: -1.45 5.96 3.70
C: -2.06 5.88 4.87
H: -2.73 9.14 5.46
H: -1.85 9.34 3.25
H: -1.00 7.28 2.05
H: -0.94 5.14 3.23
H: -2.02 5.03 5.53
N: -5.44 -8.23 -0.25
C: -5.28 -9.44 -0.87
C: -5.27 -9.62 -2.18
C: -5.40 -8.47 -3.01
C: -5.54 -7.19 -2.45
C: -5.48 -7.07 -1.03
H: -5.13 -10.28 -0.21
H: -5.01 -10.54 -2.68
H: -5.35 -8.67 -4.07
H: -5.59 -6.30 -3.07
H: -5.61 -6.10 -0.57
C: -4.12 0.69 -6.55
C: -4.96 1.57 -7.43
O: -5.59 2.57 -6.64
C: -5.11 2.52 -5.42
O: -5.43 3.34 -4.50
O: -4.26 1.42 -5.35
H: -3.05 0.73 -6.77
H: -4.43 -0.34 -6.40
H: -5.69 1.02 -8.02
H: -4.34 2.16 -8.11
C: 4.29 0.12 8.38
C: 4.42 -0.29 6.92
C: 3.85 -1.67 6.54
C: 4.58 -2.81 7.22
N: 5.14 -3.69 7.75
H: 3.25 0.40 8.54
H: 4.85 1.04 8.53
H: 4.52 -0.70 9.07
H: 5.41 -0.19 6.47
H: 3.76 0.47 6.52
H: 3.79 -1.81 5.46
H: 2.82 -1.60 6.88
C: 0.18 0.38 1.16
C: 0.13 0.96 -0.29
C: -0.41 0.00 -1.40
C: -1.75 -0.55 -1.16
N: -2.84 -1.00 -0.96
H: 1.08 -0.23 1.19
H: -0.65 -0.26 1.44
H: 0.41 1.16 1.89
H: 1.09 1.20 -0.77
H: -0.42 1.90 -0.31
H: 0.22 -0.87 -1.61
H: -0.42 0.65 -2.28
C: 5.91 3.94 -4.70
C: 5.73 4.75 -3.41
C: 4.62 5.81 -3.42
C: 3.22 5.39 -3.41
N: 2.13 4.98 -3.38
H: 4.98 3.54 -5.08
H: 6.48 3.05 -4.45
H: 6.39 4.70 -5.33
H: 6.63 5.30 -3.13
H: 5.57 4.05 -2.59
H: 4.66 6.51 -4.26
H: 4.71 6.51 -2.59
C: -6.97 -2.76 3.00
C: -5.57 -2.27 3.37
C: -5.36 -1.52 4.70
C: -4.01 -1.37 5.13
N: -2.92 -1.41 5.45
H: -7.35 -3.06 3.98
H: -7.01 -3.74 2.52
H: -7.60 -1.97 2.60
H: -5.24 -1.50 2.68
H: -4.72 -2.95 3.29
H: -5.78 -2.08 5.54
H: -5.97 -0.61 4.70
C: 1.98 -0.56 -7.27
C: 1.86 -1.44 -8.49
C: 1.98 -0.52 -9.64
C: 0.79 0.26 -9.87
N: -0.18 0.84 -10.06
H: 2.91 0.01 -7.30
H: 2.14 -1.05 -6.31
H: 1.16 0.16 -7.29
H: 0.86 -1.85 -8.41
H: 2.65 -2.19 -8.42
H: 2.00 -1.13 -10.54
H: 2.86 0.13 -9.69
C: -0.31 -8.78 1.35
C: -0.25 -7.61 0.27
C: -0.51 -6.30 0.97
C: 0.47 -5.98 1.96
N: 1.29 -5.81 2.70
H: 0.34 -9.59 1.00
H: -1.20 -9.34 1.63
H: 0.24 -8.57 2.27
H: -1.00 -7.75 -0.51
H: 0.69 -7.58 -0.27
H: -1.48 -6.33 1.48
H: -0.54 -5.43 0.32
C: 5.24 -0.89 -1.16
C: 5.28 -2.15 -0.20
C: 5.50 -3.45 -0.88
C: 4.36 -3.82 -1.67
N: 3.43 -4.06 -2.32
H: 4.63 -0.94 -2.07
H: 6.19 -0.75 -1.68
H: 5.05 0.05 -0.64
H: 4.46 -2.23 0.51
H: 6.19 -1.96 0.37
H: 5.74 -4.27 -0.20
H: 6.33 -3.20 -1.54
C: -6.01 3.66 2.37
C: -6.83 2.60 1.52
C: -7.84 3.49 0.66
C: -9.11 3.45 1.49
N: -10.05 3.35 2.14
H: -5.16 4.06 1.82
H: -5.60 3.24 3.29
H: -6.58 4.57 2.55
H: -7.32 1.93 2.22
H: -6.18 1.94 0.94
H: -8.11 3.16 -0.35
H: -7.50 4.51 0.45
C: 8.36 4.71 1.85
C: 8.36 4.28 3.31
C: 7.13 4.94 4.09
C: 5.82 4.60 3.56
N: 4.78 4.37 3.08
H: 7.56 4.21 1.32
H: 9.29 4.43 1.37
H: 8.16 5.78 1.76
H: 9.29 4.51 3.84
H: 8.37 3.20 3.17
H: 7.13 6.02 4.00
H: 7.24 4.72 5.15

Entry 11:
An isolated molecule of C4H4N2O3 at a distorted geometry. Source: the Open Molecules 2025 dataset; level of theory: ωB97M-V with the def2-TZVPD basis set.

Results
**E_LUMO**: -0.753 eV
**HOMO level**: -10.1 eV
**Orbital gap**: 9.312 eV
**ΔE to the lowest compared entry with this formula, charge and spin**: 4.004 eV

Element x y z (Å)
C: 2.50 0.56 1.23
C: -0.01 -0.06 -0.99
C: -2.22 -0.68 -0.30
C: -3.54 -0.43 -0.83
H: 3.50 0.96 0.91
H: 2.55 -0.18 2.04
H: 1.95 1.49 1.51
H: 0.65 0.20 -1.87
N: 0.53 -0.22 0.14
N: -4.61 -0.25 -1.29
O: 1.95 0.04 -0.01
O: -1.34 -0.20 -1.26
O: -1.91 -1.22 0.73

Entry 12:
An isolated molecule of C4H13N3 at a distorted geometry. Source: the Open Molecules 2025 dataset; level of theory: ωB97M-V with the def2-TZVPD basis set.

Results
**E_LUMO**: 0.947 eV
**HOMO level**: -8.8 eV
**Orbital gap**: 9.792 eV
**ΔE to the lowest compared entry with this formula, charge and spin**: 2.186 eV

Element x y z (Å)
N: -0.30 2.49 -0.10
C: -1.31 1.74 -0.92
C: -0.65 0.50 -1.47
N: -0.68 -0.59 -0.41
C: 0.70 -1.06 -0.26
C: 0.78 -2.15 0.87
N: 1.28 -1.48 2.10
H: -0.73 3.27 0.37
H: -0.24 1.83 0.79
H: -1.66 2.43 -1.74
H: -2.21 1.44 -0.41
H: -1.27 0.11 -2.29
H: 0.31 0.88 -1.94
H: -0.95 -0.30 0.44
H: 0.92 -1.55 -1.16
H: 1.46 -0.26 -0.18
H: -0.16 -2.54 1.25
H: 1.66 -2.87 0.65
H: 0.79 -0.59 2.22
H: 2.26 -1.31 2.20